43
Properties=species:S:1:pos:R:3:forces:R:3 method="wB97M-V/def2-TZVPD" total_energy_ha=-4302.26511 gap_ev=8.982 total_charge=0 smiles="O=C(O)c1cc(S(=O)(=O)N[C@@H](CO)[C@H](O)c2ccc([N+](=O)[O-])cc2)ccc1Br"
O -4.57829 -2.13146 -0.70668 0.09 -0.16 -0.10
C -3.52951 -1.57791 -0.53168 -0.37 -0.03 -0.04
O -2.35148 -2.19605 -0.47047 0.48 -0.27 0.02
C -3.35230 -0.10235 -0.35340 0.05 0.14 0.03
C -2.10656 0.45404 -0.62717 -0.18 -0.10 -0.04
C -1.88390 1.80011 -0.43716 0.48 0.06 -0.15
S -0.22388 2.37644 -0.73582 -0.09 -0.56 0.74
O -0.09116 3.77633 -0.50518 -0.14 0.30 0.15
O 0.21896 1.86737 -2.01152 -0.25 -0.07 -0.20
N 0.55686 1.57497 0.51491 -0.66 0.51 -0.29
C 1.99841 1.73095 0.57611 0.67 0.02 -0.04
C 2.43723 1.57364 2.04538 -0.59 0.16 -0.19
O 3.82659 1.61213 2.20966 0.48 0.08 -0.01
C 2.78530 0.77642 -0.37889 0.12 0.14 0.38
O 2.90904 1.31542 -1.66085 -0.08 0.06 -0.43
C 2.16843 -0.60612 -0.34775 0.16 -0.08 -0.08
C 1.24453 -1.00259 -1.31391 0.17 -0.04 0.09
C 0.61590 -2.22964 -1.22358 -0.05 -0.32 0.10
C 0.91809 -3.07277 -0.16116 0.75 1.22 -0.10
N 0.22562 -4.32212 -0.02190 -0.20 -0.46 0.20
O -0.81121 -4.46348 -0.64711 -0.24 -0.27 -0.21
O 0.69322 -5.15401 0.72121 0.02 -0.17 0.07
C 1.87994 -2.71694 0.77950 -0.27 -0.35 -0.03
C 2.49966 -1.48775 0.68157 -0.14 0.14 -0.21
C -2.89175 2.63707 0.00541 0.12 0.10 0.01
C -4.14471 2.10548 0.25410 0.01 -0.12 -0.05
C -4.37549 0.74352 0.07999 0.04 -0.09 -0.04
Br -6.09159 0.08157 0.47644 -0.10 0.27 0.11
H -2.40942 -3.16005 -0.62279 -0.17 0.33 0.03
H -1.31469 -0.17379 -1.00290 0.05 -0.14 0.00
H 0.27583 0.60558 0.56577 -0.21 -0.19 -0.06
H 2.20075 2.75614 0.24423 0.23 -0.09 0.08
H 2.11425 0.59985 2.42092 -0.07 0.06 0.02
H 1.93772 2.35074 2.63738 -0.03 -0.13 -0.06
H 4.15575 2.47767 1.94037 -0.01 -0.05 0.07
H 3.81007 0.71240 0.00877 -0.26 -0.03 -0.01
H 2.03012 1.54946 -2.00913 0.20 -0.02 0.08
H 1.01830 -0.34600 -2.14031 0.00 -0.03 -0.04
H -0.09977 -2.54579 -1.96642 -0.05 0.01 -0.01
H 2.11784 -3.40510 1.57627 0.02 -0.02 0.03
H 3.25223 -1.20636 1.40183 0.10 0.02 0.11
H -2.68311 3.68566 0.14464 -0.04 0.15 0.06
H -4.95184 2.73733 0.59134 -0.02 0.04 0.02